Computed, not measured: C41H39As2ClNORhS4 as an isolated structure, with ωB97M-V with the def2-TZVPD basis set.

Output
DFT total energy, hartree: -8350.8341
Energy above the lowest of the compared OMol25 structures with the same formula, charge and spin, eV: 0.000
E_HOMO, eV: -6.794
LUMO energy, Eh: 0.0020
Maximum force, eV/A: 0.7
2S+1: 1
Gap between HOMO and LUMO, eV: 6.85

XYZ file:
```
90
C41H39As2ClNORhS4, DFT ωB97M-V with the def2-TZVPD basis set
Rh 0.95 0.70 -0.32
C -2.91 -1.30 -0.57
C -3.08 0.20 -0.40
As -1.46 1.32 -0.50
C -2.19 2.86 0.41
C -1.59 3.32 1.58
C -2.17 4.36 2.29
C -3.34 4.94 1.84
C -3.94 4.49 0.67
C -3.37 3.45 -0.04
C -1.48 1.83 -2.37
C -1.34 0.82 -3.32
C -1.28 1.12 -4.67
C -1.33 2.44 -5.09
C -1.44 3.46 -4.15
C -1.51 3.16 -2.80
As -2.03 -2.14 0.99
C -3.24 -1.49 2.37
C -2.67 -0.85 3.47
C -3.48 -0.34 4.48
C -4.86 -0.46 4.39
C -5.43 -1.10 3.29
C -4.62 -1.61 2.29
C -2.78 -3.94 0.75
C -3.15 -4.70 1.86
C -3.59 -6.01 1.69
C -3.65 -6.57 0.43
C -3.28 -5.82 -0.68
C -2.85 -4.51 -0.51
H -2.32 -1.54 -1.45
H -3.89 -1.77 -0.69
H -3.53 0.43 0.57
H -3.74 0.61 -1.17
H -0.67 2.88 1.92
H -1.70 4.71 3.20
H -3.79 5.76 2.40
H -4.86 4.95 0.32
H -3.84 3.10 -0.95
H -1.27 -0.22 -3.00
H -1.18 0.32 -5.40
H -1.28 2.68 -6.14
H -1.46 4.49 -4.47
H -1.58 3.96 -2.07
H -1.60 -0.75 3.54
H -3.03 0.16 5.33
H -5.49 -0.06 5.17
H -6.51 -1.20 3.22
H -5.08 -2.12 1.45
H -3.11 -4.27 2.85
H -3.88 -6.59 2.56
H -3.99 -7.59 0.30
H -3.33 -6.25 -1.67
H -2.57 -3.94 -1.39
O 6.57 4.25 0.98
C 5.58 3.63 0.73
S 3.94 4.31 0.82
C 3.11 2.90 0.20
C 3.86 1.84 -0.14
S 3.15 0.37 -0.71
S 5.59 1.98 0.06
S 1.38 2.88 0.07
Cl 4.05 3.33 5.61
C 3.15 2.37 4.48
C 1.77 2.47 4.43
C 1.07 1.71 3.51
C 1.72 0.85 2.63
C 0.93 0.05 1.65
C 3.10 0.75 2.72
C 3.83 1.50 3.64
H 1.26 3.14 5.11
H -0.01 1.78 3.49
H -0.12 0.05 1.94
H 1.28 -0.98 1.60
H 3.63 0.07 2.06
H 4.90 1.42 3.69
C 0.98 -4.53 0.18
C 1.43 -3.79 -1.08
C 2.97 -3.81 -1.20
C 0.78 -4.41 -2.33
C 1.03 -2.38 -0.99
N 0.72 -1.28 -0.92
H 1.31 -5.56 0.12
H -0.10 -4.52 0.28
H 1.42 -4.07 1.07
H 3.30 -4.84 -1.26
H 3.43 -3.34 -0.34
H 3.30 -3.28 -2.10
H 1.12 -5.44 -2.42
H 1.07 -3.87 -3.23
H -0.30 -4.41 -2.24
```

Atom charges from the Mulliken analysis, given in e for atoms 1 to 6: atom 1 (Rh): -0.48, atom 2 (C): -0.58, atom 3 (C): -1.88, atom 4 (As): 1.98, atom 5 (C): 0.03, atom 6 (C): -0.19